{
  "formula": "C4H7NOS",
  "method": "ωB97M-V/def2-TZVPD",
  "elements": ["O", "C", "C", "S", "C", "C", "N", "H", "H", "H", "H", "H", "H", "H"],
  "coordinates": [[-2.836, -0.139, 0.223], [-1.609, -0.654, -0.233], [-0.460, 0.316, -0.184], [-0.783, 1.866, -0.021], [0.871, -0.302, -0.292], [1.947, -0.004, 0.715], [1.970, 0.555, -0.661], [-2.886, 0.805, 0.046], [-1.688, -1.019, -1.287], [-1.361, -1.510, 0.422], [0.901, -1.342, -0.716], [1.560, 0.647, 1.478], [2.724, -0.743, 0.977], [1.650, 1.524, -0.467]],
  "lowdin_charge": [-0.10, -0.30, -0.70, 0.86, -0.38, -0.11, 0.02, 0.02, 0.14, 0.14, 0.16, 0.09, 0.11, 0.05],
  "lumo_energy_ha": -0.0139,
  "de_lowest_kcal_mol": 48.6,
  "smiles": "OCC(=S)[C@@H]1CN1",
  "homo_ev": -9.4397,
  "orbital_gap_ev": 9.06
}

***

{
  "formula": "C9H19O7S",
  "method": "ωB97M-V/def2-TZVPD",
  "elements": ["O", "C", "O", "C", "C", "C", "C", "S", "O", "O", "O", "H", "H", "H", "H", "H", "H", "H", "C", "C", "O", "H", "H", "H", "H", "H", "H", "C", "C", "O", "H", "H", "H", "H", "H", "H"],
  "coordinates": [[-0.782, -2.292, 1.627], [-1.033, -2.287, 0.318], [-1.267, -0.946, -0.307], [-1.057, -3.575, -0.693], [-1.729, -4.938, -0.068], [-1.043, -5.480, 1.317], [0.575, -5.213, 1.343], [1.302, -4.708, -0.306], [1.877, -5.951, -1.082], [2.552, -3.807, 0.021], [0.280, -3.779, -1.301], [-1.765, -3.260, -1.603], [-2.888, -4.885, 0.089], [-1.548, -5.792, -0.884], [-1.544, -5.071, 2.296], [-1.190, -6.660, 1.346], [0.781, -4.336, 2.102], [1.123, -6.172, 1.766], [1.266, 1.791, -1.836], [0.812, 2.862, -0.866], [-0.502, 2.578, -0.410], [0.585, 1.734, -2.692], [2.276, 1.997, -2.201], [1.258, 0.806, -1.358], [0.800, 3.841, -1.355], [1.480, 2.916, -0.001], [-0.479, 1.711, 0.029], [-0.718, 6.058, 0.815], [0.482, 6.562, 0.041], [0.655, 7.954, 0.267], [-1.624, 6.593, 0.512], [-0.868, 4.988, 0.649], [-0.589, 6.233, 1.888], [0.340, 6.405, -1.032], [1.394, 6.041, 0.348], [0.789, 8.081, 1.222]],
  "lowdin_charge": [-0.13, -0.39, -0.28, -0.25, -0.15, -0.22, -0.23, 0.83, -0.41, -0.40, -0.24, 0.17, 0.13, 0.13, 0.12, 0.11, 0.12, 0.13, -0.09, -0.34, -0.10, 0.08, 0.07, 0.08, 0.09, 0.11, 0.08, -0.09, -0.34, -0.10, 0.08, 0.06, 0.07, 0.11, 0.11, 0.08],
  "lumo_energy_ha": 0.0979,
  "de_lowest_kcal_mol": 148.7,
  "homo_ev": -4.7817,
  "orbital_gap_ev": 7.45,
  "total_charge": -1
}

***

{
  "formula": "C31H24ClN3O6Os",
  "method": "ωB97M-V/def2-TZVPD",
  "elements": ["Os", "C", "O", "C", "N", "C", "C", "C", "C", "C", "C", "C", "C", "C", "C", "C", "C", "N", "C", "N", "C", "C", "O", "C", "C", "C", "C", "C", "C", "H", "H", "H", "H", "H", "H", "H", "H", "H", "H", "H", "H", "H", "H", "H", "H", "H", "H", "H", "Cl", "C", "C", "C", "C", "C", "C", "C", "O", "O", "H", "H", "H", "H", "O", "C", "O", "H"],
  "coordinates": [[0.276, 1.153, 0.210], [-0.392, -0.425, 4.490], [-1.129, -1.243, 3.570], [-0.968, -0.726, 2.375], [-0.277, 0.359, 2.284], [0.166, 0.740, 3.617], [1.661, 0.896, 3.748], [2.171, 1.963, 4.485], [3.532, 2.058, 4.725], [4.397, 1.098, 4.209], [3.896, 0.055, 3.442], [2.533, -0.056, 3.217], [-1.560, -1.322, 1.174], [-2.516, -2.336, 1.146], [-2.994, -2.750, -0.093], [-2.522, -2.153, -1.256], [-1.563, -1.148, -1.130], [-1.107, -0.768, 0.055], [-0.941, -0.446, -2.254], [0.018, 0.395, -2.088], [0.504, 0.780, -3.406], [-0.554, 0.138, -4.351], [-1.325, -0.702, -3.487], [0.679, 2.250, -3.687], [0.167, 3.254, -2.870], [0.322, 4.583, -3.224], [0.956, 4.921, -4.416], [1.454, 3.918, -5.242], [1.341, 2.594, -4.871], [0.403, -1.031, 4.935], [-1.066, -0.093, 5.281], [-0.298, 1.698, 3.878], [1.506, 2.708, 4.890], [3.923, 2.871, 5.317], [5.457, 1.164, 4.407], [4.565, -0.687, 3.034], [2.148, -0.884, 2.639], [-2.874, -2.769, 2.067], [-3.739, -3.529, -0.145], [-2.882, -2.450, -2.230], [1.485, 0.298, -3.534], [-0.122, -0.470, -5.146], [-1.221, 0.893, -4.782], [-0.358, 2.989, -1.964], [-0.059, 5.364, -2.584], [1.060, 5.957, -4.700], [1.931, 4.172, -6.174], [1.756, 1.816, -5.496], [-5.821, 7.103, -0.042], [-4.560, 5.974, 0.145], [-4.264, 5.091, -0.900], [-3.254, 4.170, -0.744], [-2.511, 4.135, 0.444], [-2.798, 5.030, 1.478], [-3.832, 5.929, 1.338], [-1.433, 3.139, 0.582], [-0.455, 3.250, 1.339], [-1.508, 2.079, -0.150], [-4.832, 5.138, -1.815], [-3.018, 3.473, -1.534], [-2.213, 4.993, 2.385], [-4.086, 6.599, 2.142], [2.079, 2.335, -0.660], [2.774, 1.412, -0.209], [2.205, 0.454, 0.394], [3.864, 1.397, -0.334]],
  "lowdin_charge": [1.83, -0.01, 0.10, -0.27, 0.07, -0.22, -0.21, -0.02, -0.05, -0.05, -0.06, -0.06, -0.13, 0.08, 0.04, 0.09, -0.13, 0.09, -0.28, 0.11, -0.22, -0.02, 0.09, -0.20, -0.05, -0.05, -0.05, -0.05, -0.03, 0.15, 0.15, 0.15, 0.12, 0.12, 0.12, 0.11, 0.11, 0.14, 0.14, 0.15, 0.17, 0.15, 0.15, 0.07, 0.11, 0.11, 0.12, 0.12, 0.77, -0.65, -0.07, -0.01, -0.14, 0.00, -0.07, -0.56, 0.07, -0.18, 0.12, 0.12, 0.13, 0.12, 0.00, -0.42, -0.17, 0.17],
  "lumo_energy_ha": [-0.3268, -0.3292],
  "homo_ev": [-13.8051, -13.8037],
  "orbital_gap_ev": [4.91, 4.84],
  "total_charge": 2
}

***

no.,E (eV)
1,-18632.44197
2,-34804.92539
3,-64265.85798